96
Properties=species:S:1:pos:R:3:forces:R:3 method="wB97M-V/def2-TZVPD" multiplicity=6 charge=+1 e_homo_ev="-8.57 / -11.58" homo_lumo_gap_ev="6.69 / 7.45" s_squared=8.762 energy_ha=-2912.2161
Ru -0.340 0.651 0.193 -0.24 0.47 -0.38
C 1.222 4.149 -0.370 0.03 -0.02 -0.02
C 2.438 3.217 -0.413 -0.34 0.14 -0.09
C 3.409 3.687 -1.500 0.01 0.06 0.04
P 1.890 1.453 -0.555 -0.01 -0.75 -0.56
C 2.117 0.984 -2.356 0.07 -0.18 0.06
C 0.754 1.008 -3.054 0.12 0.17 -0.17
C 2.819 -0.370 -2.526 0.01 0.08 -0.01
C 3.116 0.458 0.389 0.06 0.08 0.15
C 4.469 0.722 0.199 0.08 -0.01 -0.03
C 5.444 0.046 0.922 -0.03 0.04 -0.04
C 5.071 -0.900 1.861 -0.08 -0.03 0.02
C 3.722 -1.166 2.063 0.02 0.10 -0.03
C 2.724 -0.502 1.342 0.29 -0.09 0.06
Si 0.917 -0.897 1.620 -0.05 0.15 0.28
C 0.515 -2.703 1.308 0.08 -0.29 -0.09
C 1.300 -3.757 1.801 -0.15 -0.01 -0.07
C 0.968 -5.084 1.564 0.02 0.11 0.02
C -0.160 -5.386 0.813 -0.03 0.02 -0.03
C -0.943 -4.362 0.304 0.00 -0.03 -0.02
C -0.618 -3.023 0.538 0.08 -0.11 0.04
P -1.673 -1.703 -0.170 0.47 0.16 0.00
C -3.304 -1.967 0.677 -0.02 0.09 0.07
C -3.023 -2.108 2.183 -0.08 -0.06 0.01
C -4.206 -3.114 0.224 -0.05 -0.05 0.08
C -1.695 -2.023 -2.002 0.06 -0.07 -0.02
C -0.254 -2.362 -2.409 -0.10 -0.10 -0.06
C -2.663 -3.035 -2.610 0.02 -0.04 -0.09
C 0.200 -0.442 3.312 0.01 -0.10 0.26
C 0.538 -1.263 4.397 -0.01 0.09 -0.04
C 0.059 -1.023 5.677 0.02 -0.01 -0.02
C -0.790 0.051 5.901 0.01 0.01 -0.01
C -1.162 0.862 4.839 -0.04 -0.03 -0.01
C -0.694 0.623 3.546 0.09 0.04 0.11
P -1.287 1.719 2.201 -0.51 -0.46 0.22
C -1.041 3.482 2.719 0.18 0.01 -0.11
C 0.236 3.686 3.544 -0.01 0.12 0.04
C -2.242 4.131 3.408 0.08 0.06 0.06
C -3.108 1.365 2.014 -0.07 0.40 0.22
C -4.040 1.387 3.228 -0.01 -0.07 -0.01
C -3.682 2.173 0.843 -0.09 0.06 0.17
H 1.546 5.180 -0.209 0.01 -0.04 -0.02
H 0.547 3.868 0.436 0.08 0.02 -0.08
H 0.674 4.120 -1.317 0.02 0.00 0.04
H 2.925 3.237 0.560 0.06 -0.01 0.08
H 2.872 3.956 -2.413 0.01 -0.03 0.01
H 4.176 2.963 -1.769 0.02 0.02 0.05
H 3.917 4.586 -1.146 -0.03 0.00 -0.03
H 2.722 1.754 -2.829 0.14 -0.01 -0.02
H 0.043 0.338 -2.579 -0.18 -0.18 0.18
H 0.845 0.680 -4.093 0.06 0.07 0.02
H 0.315 2.007 -3.052 -0.01 0.02 0.01
H 2.746 -0.706 -3.564 -0.02 0.04 0.05
H 2.382 -1.144 -1.892 0.03 0.03 0.00
H 3.875 -0.309 -2.266 -0.02 0.00 -0.01
H 4.787 1.467 -0.520 -0.01 -0.01 0.01
H 6.490 0.269 0.752 -0.03 0.00 0.01
H 5.823 -1.423 2.440 -0.04 0.03 -0.03
H 3.450 -1.889 2.825 0.01 0.06 -0.05
H 2.193 -3.546 2.379 -0.06 -0.01 -0.05
H 1.590 -5.878 1.960 -0.04 0.05 -0.03
H -0.425 -6.418 0.613 0.01 0.05 0.02
H -1.808 -4.619 -0.296 0.07 0.02 0.04
H -3.843 -1.032 0.500 -0.04 0.00 -0.02
H -2.657 -3.114 2.401 -0.02 0.04 -0.02
H -3.949 -1.955 2.745 0.04 -0.01 -0.04
H -2.277 -1.409 2.563 0.01 0.02 -0.02
H -5.118 -3.077 0.826 0.04 -0.03 -0.01
H -3.748 -4.089 0.400 -0.02 0.08 -0.02
H -4.502 -3.045 -0.818 -0.02 0.00 0.07
H -1.945 -1.041 -2.409 -0.01 0.05 -0.06
H -0.031 -3.409 -2.196 -0.03 0.03 -0.01
H 0.484 -1.765 -1.879 0.00 0.06 0.05
H -0.119 -2.192 -3.480 -0.02 -0.01 0.04
H -2.575 -4.026 -2.163 -0.01 0.07 -0.02
H -2.421 -3.138 -3.671 -0.01 -0.01 0.03
H -3.699 -2.713 -2.547 0.02 0.01 -0.03
H 1.197 -2.114 4.241 -0.06 0.08 0.01
H 0.352 -1.667 6.498 -0.02 0.02 -0.05
H -1.165 0.257 6.896 0.01 -0.01 -0.04
H -1.832 1.691 5.028 0.02 -0.01 -0.01
H -0.900 3.988 1.761 -0.05 0.06 -0.01
H 0.203 3.128 4.481 -0.03 0.03 -0.01
H 0.319 4.747 3.790 -0.01 -0.04 -0.01
H 1.123 3.376 2.998 -0.07 0.02 0.06
H -2.450 3.690 4.383 0.01 0.00 -0.01
H -3.149 4.099 2.810 0.00 0.00 0.03
H -1.999 5.182 3.574 -0.02 0.00 0.02
H -3.052 0.333 1.689 0.00 -0.22 -0.09
H -4.181 2.383 3.640 0.00 -0.03 -0.02
H -3.683 0.730 4.020 0.00 0.00 0.02
H -5.026 1.020 2.922 0.08 0.03 0.00
H -3.709 3.244 1.053 -0.04 -0.05 -0.01
H -4.706 1.854 0.632 0.05 0.01 0.05
H -3.102 2.040 -0.065 0.17 -0.05 -0.21
F 1.113 1.871 1.568 0.06 -0.16 0.12

---

121
Properties=species:S:1:pos:R:3:forces:R:3 method="wB97M-V/def2-TZVPD" charge=-1 e_homo_ev=-7.97 homo_lumo_gap_ev=9.58 e_above_lowest_kj_mol=118.8 energy_ha=-3715.7517
N -0.109 0.337 -0.181 0.56 0.73 3.54
O 0.755 -0.350 0.442 0.24 -0.28 -1.42
O 0.182 0.928 -1.242 -0.94 -0.71 0.41
O -1.163 0.544 0.520 0.21 0.20 -2.33
C -1.424 -2.898 -0.809 -6.01 -1.07 3.32
C -2.360 -3.654 -1.839 0.29 -0.32 1.76
C -3.880 -3.722 -1.558 0.65 -2.55 2.77
O -4.421 -2.940 -2.570 -2.86 -1.66 1.50
C -3.532 -2.529 -3.414 0.82 0.67 0.74
O -3.798 -1.799 -4.290 0.25 0.87 -2.14
O -2.312 -2.904 -3.008 1.00 0.65 -1.84
H -1.905 -1.920 -0.477 0.43 -1.03 -0.75
H -0.549 -2.708 -1.188 4.83 1.04 -2.41
H -1.232 -3.404 0.184 -0.45 -0.07 -1.19
H -2.115 -4.681 -2.100 1.05 0.09 0.34
H -4.128 -3.394 -0.540 -0.10 0.94 -0.47
H -4.198 -4.873 -1.380 0.20 2.41 -1.68
C -0.705 -0.311 -4.993 0.25 0.04 1.55
C 0.419 -0.800 -4.161 0.83 -3.00 -3.95
C 0.586 -2.359 -4.280 -0.99 -0.44 2.36
O 1.906 -2.489 -4.851 -1.18 -3.95 0.35
C 2.491 -1.396 -5.147 -0.11 3.49 -1.11
O 3.530 -1.214 -5.726 -0.65 -0.56 0.83
O 1.645 -0.365 -4.810 0.61 0.86 0.84
H -0.477 0.672 -5.185 0.16 2.61 -0.52
H -1.577 -0.355 -4.422 -1.63 0.05 0.92
H -0.934 -0.760 -5.895 0.16 -1.43 -1.86
H 0.303 -0.515 -3.178 0.40 1.06 2.17
H -0.326 -2.846 -4.946 2.82 0.90 1.82
H 0.697 -2.772 -3.120 -0.70 0.37 -3.36
C -3.183 0.545 -2.090 6.50 -1.44 1.84
C -4.059 0.454 -0.983 -2.98 -0.52 2.34
C -4.863 1.740 -0.595 3.07 1.22 -0.60
O -6.136 1.560 -1.021 -2.42 -1.55 -1.28
C -6.305 0.266 -1.320 -5.52 -1.98 -3.39
O -7.422 -0.190 -1.762 4.77 1.78 2.38
O -5.182 -0.438 -1.285 -0.66 0.23 -0.12
H -2.407 -0.293 -2.261 -2.04 0.39 0.09
H -2.361 1.241 -1.866 -0.57 0.65 0.24
H -3.641 0.856 -2.900 -2.16 1.20 -4.37
H -3.700 -0.067 -0.131 1.19 0.21 0.89
H -4.448 2.620 -1.162 -0.24 -0.68 1.18
H -4.991 1.862 0.458 1.00 0.60 0.94
C 4.373 -0.629 2.797 0.29 -0.42 -1.25
C 4.262 0.927 2.738 -2.04 -2.05 1.30
C 2.836 1.570 2.654 -0.74 -2.68 -2.22
O 2.800 2.373 3.800 -2.09 1.40 -1.34
C 3.939 2.323 4.447 0.99 4.51 3.18
O 4.235 3.167 5.314 -0.71 -2.91 -1.97
O 4.704 1.421 3.943 2.25 -0.55 3.12
H 3.654 -0.919 2.020 0.44 -0.52 -0.31
H 3.906 -1.090 3.698 0.60 0.93 -0.28
H 5.427 -1.131 2.598 -2.14 1.46 0.36
H 4.900 1.488 2.194 2.05 0.57 -3.63
H 2.094 0.807 2.783 -0.39 -0.80 0.52
H 2.454 1.843 1.555 1.39 1.04 2.42
C 0.632 -3.967 3.095 -11.32 2.02 6.61
C 0.458 -2.483 2.845 -1.23 -2.90 7.76
C -0.790 -1.875 3.513 2.21 3.60 -3.36
O -0.281 -1.299 4.681 -0.75 1.13 1.04
C 1.040 -1.087 4.554 -0.46 1.11 3.81
O 1.713 -0.454 5.346 -0.85 -0.50 -1.41
O 1.463 -1.827 3.617 3.04 -0.81 -3.63
H 1.378 -4.365 2.791 9.33 -4.67 -4.56
H -0.319 -4.523 2.766 1.45 0.78 -0.29
H 0.598 -4.365 4.222 0.13 1.66 -1.83
H 0.544 -2.405 1.894 0.67 1.88 -6.20
H -1.607 -2.407 3.756 -2.50 -2.52 0.68
H -1.114 -1.055 2.772 0.17 -0.86 1.15
C 3.078 -2.549 -1.263 -2.53 -0.05 -0.61
C 3.157 -4.020 -1.111 -0.20 2.63 3.87
C 3.103 -4.511 0.428 -4.68 5.68 -3.49
O 1.977 -5.322 0.308 1.21 -1.59 6.22
C 1.325 -5.341 -0.752 -2.36 1.29 -4.03
O 0.259 -5.889 -0.932 1.93 0.91 -0.35
O 2.011 -4.457 -1.631 -3.80 -3.68 -1.83
H 2.222 -1.924 -1.003 -0.45 -0.72 2.36
H 2.727 -2.362 -2.238 1.64 0.20 -2.50
H 3.931 -2.173 -0.888 3.03 2.17 0.45
H 4.083 -4.327 -1.506 0.88 -1.07 -1.21
H 3.081 -3.618 1.119 -0.73 -1.27 -0.43
H 3.909 -4.994 0.505 5.99 -4.42 1.61
C 0.258 5.269 1.506 -0.79 -9.40 -0.54
C -0.795 5.275 0.298 1.81 -0.21 1.56
C -1.102 3.930 -0.301 0.60 -0.25 -2.69
O -2.512 3.823 -0.219 0.23 -1.58 -0.06
C -2.986 4.731 0.611 -4.36 1.34 1.02
O -4.174 4.813 0.975 3.75 -0.59 -1.02
O -2.054 5.624 0.926 0.64 0.98 -0.71
H 0.109 4.494 2.527 -1.02 2.75 -2.68
H 0.744 6.061 1.775 2.01 5.20 1.53
H 1.155 4.535 1.300 -1.23 1.39 -0.92
H -0.405 5.783 -0.631 -0.83 1.21 1.61
H -0.502 3.203 0.145 0.00 -1.89 1.49
H -0.798 3.743 -1.397 -0.67 0.95 1.37
C -0.806 1.829 3.653 -0.64 -2.22 -0.87
C -2.127 2.359 3.038 -2.07 -2.99 1.63
C -3.330 1.163 2.966 4.15 1.39 3.56
O -4.461 1.856 3.324 -1.21 -0.75 0.94
C -4.139 3.051 3.779 -4.31 2.89 1.48
O -4.938 3.875 4.184 0.47 -1.47 -0.37
O -2.900 3.310 3.731 3.92 1.18 0.84
H -0.648 0.960 2.967 0.08 0.39 0.39
H -0.521 1.422 4.659 -1.98 0.39 -0.27
H 0.073 2.357 3.523 1.46 2.10 -0.92
H -2.106 2.774 2.063 1.20 -0.11 -1.11
H -3.034 0.228 3.507 -0.64 1.03 0.39
H -3.501 0.916 2.047 -0.32 -1.72 -5.68
C 3.795 1.011 -1.061 1.29 -1.72 0.37
C 3.321 1.705 -2.366 2.24 4.03 3.58
C 2.468 2.983 -2.116 -3.01 -2.25 -1.46
O 3.127 4.059 -2.688 -0.22 1.20 -0.58
C 4.240 3.614 -3.331 -2.87 0.50 2.01
O 4.998 4.248 -3.919 2.57 2.96 -2.26
O 4.326 2.374 -3.135 2.45 -5.47 0.08
H 4.425 -0.044 -1.113 -1.49 2.90 -0.51
H 2.905 0.729 -0.468 0.06 0.13 -0.45
H 4.380 1.692 -0.410 -0.16 -0.19 -0.53
H 2.923 1.068 -2.997 -2.36 -3.21 -2.90
H 2.336 3.210 -1.107 -0.38 0.10 1.83
H 1.421 2.740 -2.593 1.79 1.02 0.80

---

121
Properties=species:S:1:pos:R:3:forces:R:3 method="wB97M-V/def2-TZVPD" charge=-1 e_homo_ev=-8.18 homo_lumo_gap_ev=9.55 e_above_lowest_kj_mol=0.0 energy_ha=-3715.7969
N -0.197 -0.070 -0.139 -1.28 -1.75 -1.23
O 0.582 0.605 0.514 0.59 1.07 0.74
O -1.179 0.419 -0.750 0.45 0.47 0.28
O -0.028 -1.319 -0.225 0.13 0.19 0.25
C -5.408 0.041 -0.817 -0.79 -3.82 4.60
C -4.304 -0.812 -1.445 1.10 3.80 2.57
C -3.599 -1.865 -0.540 -0.47 0.50 1.96
O -3.632 -2.965 -1.417 0.18 -0.63 1.17
C -4.391 -2.696 -2.465 1.67 -4.50 -3.58
O -4.415 -3.497 -3.383 -0.82 1.02 0.95
O -4.880 -1.507 -2.503 -0.65 1.19 -0.10
H -5.379 0.398 0.316 0.68 -0.85 -2.43
H -6.282 -0.652 -0.837 0.37 0.12 0.55
H -5.817 0.768 -1.360 -0.63 3.41 -2.56
H -3.561 -0.061 -1.777 0.06 -0.80 -0.46
H -4.178 -2.073 0.448 0.67 0.13 -1.73
H -2.520 -1.701 -0.230 -1.27 0.36 -0.74
C -1.692 -5.893 -1.719 3.39 -8.49 4.47
C -1.868 -5.947 -0.161 3.38 -2.56 -0.14
C -1.192 -4.719 0.465 -0.30 0.98 -0.48
O -2.210 -4.431 1.438 3.25 1.36 1.93
C -3.297 -5.064 1.187 -5.48 2.74 3.98
O -4.325 -4.791 1.840 2.07 -1.15 -1.66
O -3.218 -5.840 0.190 -0.40 -1.92 -2.19
H -2.062 -6.785 -2.243 -0.06 0.13 0.39
H -0.650 -5.864 -1.912 1.05 0.37 -0.35
H -2.163 -5.159 -2.020 -4.39 7.45 -3.09
H -1.436 -6.872 0.507 -0.92 1.59 -2.28
H -1.383 -3.888 -0.243 1.20 -0.16 0.06
H -0.077 -4.740 0.887 -2.79 -0.22 -0.83
C 3.968 3.384 3.633 0.26 0.06 -3.14
C 3.487 2.008 3.874 -2.24 -0.21 2.45
C 3.721 1.061 2.809 2.27 -2.97 -1.11
O 4.508 -0.086 3.423 -2.30 0.37 -6.57
C 4.564 0.106 4.638 1.58 0.76 5.22
O 5.090 -0.618 5.424 0.05 -0.74 0.74
O 4.120 1.319 5.000 -1.00 1.97 0.18
H 3.467 3.899 2.777 -0.51 -0.74 0.56
H 4.923 3.297 3.133 0.93 0.16 0.63
H 3.934 4.088 4.390 0.17 0.92 1.91
H 2.348 1.931 4.041 1.61 0.64 0.34
H 4.262 1.228 1.923 1.24 1.33 -0.81
H 2.817 0.742 2.436 -2.13 -1.57 -0.57
C -2.329 2.646 1.593 2.59 1.99 -0.10
C -1.963 3.529 2.769 -0.27 0.16 -0.02
C -0.937 4.704 2.671 1.61 -2.21 -3.98
O -1.645 5.786 3.080 0.89 1.66 0.74
C -2.907 5.513 3.355 -2.09 0.04 0.24
O -3.688 6.365 3.658 0.09 -0.60 0.03
O -3.208 4.185 3.192 1.82 0.91 0.34
H -2.878 3.028 0.734 1.07 0.93 -0.36
H -3.057 2.059 1.933 -2.68 -3.10 1.88
H -1.422 2.077 1.458 0.03 -0.47 -1.16
H -1.500 2.895 3.579 -1.26 0.28 -0.50
H -0.442 4.911 1.586 -1.61 -0.49 2.05
H -0.051 4.379 3.217 -0.16 0.85 0.79
C 3.247 -3.192 2.399 -4.35 -1.96 2.25
C 3.801 -2.915 1.082 1.27 2.41 0.11
C 3.139 -1.764 0.196 0.91 -6.42 -0.64
O 4.258 -1.088 -0.260 -2.15 1.63 -3.07
C 5.347 -1.398 0.322 4.86 -1.57 1.26
O 6.441 -0.927 0.099 -1.51 0.04 0.22
O 5.203 -2.444 1.176 -1.48 0.18 0.00
H 2.243 -3.951 2.514 2.70 1.94 -1.09
H 2.903 -2.339 2.899 -0.95 1.95 0.23
H 3.799 -3.518 3.243 1.76 -1.08 -0.05
H 3.871 -3.812 0.583 0.06 -1.88 -1.74
H 2.579 -1.107 0.656 -2.99 3.15 2.92
H 2.385 -2.367 -0.454 1.82 1.59 -0.23
C -2.214 -0.215 -4.415 -3.02 -3.79 -9.74
C -1.229 -1.295 -4.622 3.84 -1.14 -1.13
C -0.909 -2.287 -3.434 -1.17 2.06 1.54
O -1.141 -3.564 -3.984 0.26 -0.43 3.34
C -1.334 -3.457 -5.231 -0.35 -4.94 -5.86
O -1.295 -4.373 -6.063 0.02 0.70 2.21
O -1.588 -2.293 -5.682 -0.14 5.34 0.82
H -2.411 0.584 -5.223 1.11 -1.50 0.51
H -2.129 0.287 -3.671 2.15 5.90 9.52
H -3.222 -0.560 -4.305 -0.72 -1.07 -0.03
H -0.182 -0.880 -4.859 -1.66 -0.25 -0.41
H -1.723 -1.869 -2.728 1.50 -1.84 0.02
H 0.138 -2.375 -2.966 -1.71 1.00 -0.72
C -0.665 3.523 -2.271 -0.55 3.52 3.06
C 0.172 3.799 -3.475 -2.31 5.92 2.13
C -0.645 4.510 -4.547 -3.14 -0.28 -0.42
O 0.012 5.745 -4.691 -5.04 1.05 -3.69
C 1.051 5.847 -4.049 8.71 3.49 3.37
O 1.927 6.777 -4.044 -4.03 -3.31 -0.39
O 1.274 4.766 -3.272 -0.96 -2.05 0.28
H -0.912 4.568 -1.720 -0.31 -1.92 -1.79
H -0.219 3.129 -1.370 0.84 -1.12 -0.32
H -1.544 2.924 -2.493 -0.09 0.22 -0.07
H 0.390 2.937 -3.821 3.06 -5.81 -2.57
H -1.823 4.584 -4.451 2.29 0.73 1.22
H -0.772 4.035 -5.503 1.42 -0.49 -0.76
C 2.347 0.843 -2.215 -0.95 3.02 2.07
C 3.026 2.276 -2.082 -0.72 -0.67 -1.61
C 2.824 3.054 -0.698 -2.83 -0.11 -2.73
O 4.107 3.356 -0.375 0.92 1.77 1.81
C 5.030 2.749 -1.141 1.51 1.78 1.74
O 6.191 2.879 -0.932 0.66 -0.14 0.12
O 4.489 2.122 -2.097 -2.45 -1.94 -2.72
H 2.610 0.198 -2.964 0.86 -0.74 -2.82
H 1.253 0.907 -2.126 0.18 0.36 -0.41
H 2.583 0.241 -1.397 0.62 -0.52 1.88
H 2.761 2.891 -3.040 0.56 -0.83 2.01
H 2.405 2.420 0.049 -0.45 -0.83 0.53
H 2.049 3.932 -0.812 2.06 -1.16 0.08
C -2.228 -1.498 2.862 -1.09 -0.59 -1.93
C -0.702 -1.844 3.005 -3.85 0.75 -1.38
C 0.125 -0.608 3.421 -1.89 -4.55 2.40
O 0.508 -0.968 4.756 1.65 1.11 -0.15
C 0.092 -2.148 5.131 -0.26 -3.12 2.30
O 0.338 -2.674 6.223 -0.89 1.52 -3.32
O -0.683 -2.738 4.133 1.68 0.64 0.26
H -2.579 -0.729 1.965 1.30 -1.94 2.31
H -2.324 -1.046 3.818 -1.30 0.75 0.79
H -2.890 -2.483 2.811 1.50 2.16 0.02
H -0.446 -2.209 1.985 0.85 -0.59 1.23
H -0.288 0.295 3.558 -2.02 3.13 -0.33
H 0.757 -0.702 2.663 4.40 0.82 -2.28